Below is a structure of composition C41H42BeP2 at a distorted geometry, with properties calculated with wB97M-V/def2-TZVPD.

Calculated values
Molar mass   605.7 g mol⁻¹
Largest force on an atom   0.0864 Eh/bohr
HOMO (spin up / spin down)   -5.955 / -5.435 eV
LUMO (spin up / spin down)   0.09 / 0.13 eV
Orbital gap (spin up / spin down)   6.05 / 5.56 eV
ΔE to the lowest compared entry with this formula, charge and spin   21.4 kcal per mole

CARTESIAN COORDINATES (ANGSTROEM)
Be -0.63 1.41 -1.94
C -0.63 2.45 -3.32
C 0.59 2.45 -2.67
C 0.95 3.46 -1.61
C -0.09 3.45 -0.46
C -0.73 2.09 -0.32
C -1.94 1.75 -0.89
C -2.70 2.64 -1.84
C -1.82 3.30 -2.94
C 0.28 -1.84 2.51
H -0.69 2.01 -4.31
H 1.46 1.97 -3.15
H 1.06 4.48 -2.01
H 1.93 3.19 -1.18
H 0.42 3.72 0.48
H -0.86 4.22 -0.62
H -0.34 1.46 0.48
H -2.49 0.92 -0.45
H -3.25 3.43 -1.29
H -3.49 2.05 -2.35
H -2.47 3.48 -3.82
H -1.49 4.30 -2.61
H -0.13 -2.10 1.52
H -0.24 -2.40 3.30
H 1.35 -2.08 2.54
P 1.66 -0.48 -0.13
P 0.12 -0.10 2.85
C 2.19 0.63 1.13
C 1.32 0.98 2.17
C 2.99 -0.39 -1.28
C 3.86 0.72 -1.36
C 5.03 0.62 -2.11
C 5.31 -0.55 -2.83
C 4.39 -1.61 -2.85
C 3.22 -1.53 -2.10
C -0.98 -0.11 -2.65
C -2.30 -0.53 -2.75
C -2.70 -1.15 -3.94
C -1.76 -1.41 -4.94
C -0.39 -1.20 -4.68
C 0.00 -0.53 -3.52
C 0.52 -0.01 4.64
C 1.88 -0.14 5.00
C 2.25 -0.04 6.34
C 1.26 0.19 7.31
C -0.08 0.32 6.95
C -0.46 0.21 5.61
C -1.61 0.32 2.70
C -2.57 -0.64 2.31
C -3.91 -0.29 2.28
C -4.32 1.01 2.62
C -3.37 1.96 3.00
C -2.02 1.62 3.04
H 3.20 1.03 1.09
H 1.48 1.90 2.74
H 3.65 1.63 -0.82
H 5.74 1.45 -2.12
H 6.25 -0.63 -3.38
H 4.60 -2.50 -3.45
H 2.48 -2.34 -2.13
H -3.02 -0.37 -1.95
H -3.75 -1.45 -4.03
H -2.09 -1.83 -5.89
H 0.36 -1.55 -5.39
H 1.06 -0.33 -3.34
H 2.64 -0.28 4.22
H 3.31 -0.14 6.61
H 1.56 0.28 8.34
H -0.85 0.52 7.71
H -1.51 0.32 5.32
H -2.26 -1.65 2.05
H -4.65 -1.04 2.00
H -5.37 1.28 2.56
H -3.67 2.97 3.27
H -1.26 2.35 3.35
C 0.05 -5.41 -1.48
C 1.00 -4.76 -0.69
C 0.81 -3.39 -0.35
C -0.36 -2.80 -0.75
C -1.36 -3.41 -1.45
C -1.12 -4.76 -1.87
H 0.22 -6.45 -1.76
H 1.88 -5.28 -0.30
H 1.58 -2.86 0.22
H -2.29 -2.92 -1.69
H -1.86 -5.29 -2.48

Charges in e, computed with Löwdin, in the same order as the atoms: -0.0445, -0.1572, -0.1568, -0.1587, -0.1428, -0.1469, -0.1684, -0.1446, -0.1373, -0.2045, 0.1348, 0.1274, 0.1177, 0.0974, 0.1097, 0.1078, 0.0560, 0.1177, 0.1203, 0.1135, 0.1229, 0.1077, 0.0011, 0.0814, 0.0679, 1.0297, 0.9390, -0.4169, -0.3954, -0.4732, -0.1239, -0.0993, -0.1041, -0.0941, -0.1207, -0.1874, -0.1382, -0.1028, -0.1055, -0.0831, -0.1202, -0.2929, -0.0809, -0.0758, -0.0838, -0.0768, -0.0755, -0.3262, -0.0651, -0.0738, -0.0710, -0.0699, -0.0927, 0.0597, 0.0756, 0.0759, 0.1007, 0.0960, 0.1018, 0.0894, 0.0901, 0.0941, 0.0894, 0.0981, 0.0801, 0.1132, 0.1093, 0.1009, 0.1053, 0.1050, 0.1030, 0.1087, 0.1073, 0.1080, 0.1215, -0.1126, -0.0814, -0.2065, -0.0307, -0.0866, -0.0715, 0.0987, 0.1041, 0.0262, 0.0848, 0.1011

Below is a structure of composition C41H42BrEuN3O3P2S6 at a distorted geometry, with properties calculated with wB97M-V/def2-TZVPD.

Calculated values
Molar mass   1111.0 g mol⁻¹
Largest force on an atom   0.3542 Eh/bohr
HOMO (spin up / spin down)   0.440 / -0.973 eV
Total charge   -2
Spin multiplicity   8
LUMO (spin up / spin down)   3.51 / 3.51 eV
Orbital gap (spin up / spin down)   3.07 / 4.48 eV

CARTESIAN COORDINATES (ANGSTROEM)
Eu 0.00 0.00 0.00
Br 1.60 0.73 -3.34
C 0.17 1.87 -2.80
C -0.21 2.89 -3.65
C -1.25 3.72 -3.25
C -1.87 3.49 -2.03
C -1.44 2.43 -1.22
N -0.41 1.62 -1.61
C -2.13 2.18 0.12
O -3.08 2.97 0.45
O -1.70 1.21 0.82
H 0.29 3.06 -4.60
H -1.58 4.54 -3.88
H -2.69 4.12 -1.69
C 4.10 -3.81 6.73
S 2.35 -3.73 6.30
C 2.51 -3.21 4.56
C 1.14 -2.90 3.98
C 1.22 -2.43 2.51
N 1.92 -1.12 2.23
P 0.77 0.19 2.59
C 1.07 0.46 4.38
C 2.33 0.32 4.99
C 2.49 0.51 6.36
C 1.40 0.86 7.15
C 0.14 1.02 6.56
C -0.01 0.82 5.19
C 1.33 1.75 1.86
C 2.28 2.61 2.41
C 2.58 3.85 1.82
C 1.91 4.25 0.67
C 0.95 3.42 0.10
C 0.66 2.19 0.69
P 2.46 -1.08 0.55
C 3.82 0.16 0.61
C 4.00 1.00 -0.51
C 5.02 1.95 -0.54
C 5.90 2.07 0.53
C 5.75 1.24 1.64
C 4.72 0.30 1.68
C 3.54 -2.56 0.37
C 4.36 -3.08 1.37
C 5.19 -4.18 1.14
C 5.21 -4.78 -0.12
C 4.40 -4.28 -1.14
C 3.57 -3.18 -0.90
H 4.21 -4.13 7.76
H 4.56 -2.82 6.62
H 4.62 -4.52 6.08
H 2.98 -4.02 4.01
H 3.17 -2.33 4.52
H 0.60 -2.17 4.59
H 0.53 -3.81 4.00
H 0.20 -2.42 2.09
H 1.70 -3.27 1.99
H 3.20 0.05 4.39
H 3.47 0.39 6.82
H 1.52 1.01 8.22
H -0.71 1.29 7.17
H -1.01 0.95 4.75
H 2.83 2.34 3.31
H 3.33 4.49 2.27
H 2.14 5.21 0.22
H 0.42 3.74 -0.79
H -0.11 1.57 0.24
H 3.32 0.93 -1.36
H 5.13 2.59 -1.41
H 6.69 2.81 0.51
H 6.43 1.33 2.49
H 4.62 -0.33 2.56
H 4.38 -2.62 2.36
H 5.82 -4.56 1.93
H 5.86 -5.63 -0.31
H 4.42 -4.74 -2.12
H 2.96 -2.80 -1.71
N 3.25 1.54 -2.17
C 2.24 0.90 -1.51
O 1.49 1.51 -0.76
C 2.08 -0.56 -1.78
C 0.66 -0.85 -2.20
H 3.31 2.54 -2.05
H 3.75 1.11 -2.93
H 2.32 -1.11 -0.86
H 2.76 -0.89 -2.56
H 0.56 -1.86 -2.38
H 0.23 -0.18 -3.01
C -5.34 0.34 -0.72
S -5.44 -1.38 -0.17
C -4.72 -2.17 -1.54
C -3.42 -2.12 -1.90
S -2.04 -1.30 -1.20
S -2.99 -3.04 -3.34
C -4.58 -3.68 -3.68
S -4.93 -4.69 -4.96
S -5.79 -3.15 -2.53
H -5.93 0.96 -0.04
H -5.75 0.45 -1.72
H -4.31 0.71 -0.71
H -0.50 -1.50 1.39

Charges in e, computed with Löwdin, in the same order as the atoms: 1.3230, 1.3582, -0.4410, -0.1308, -0.1455, -0.0387, -0.2251, -0.1086, -0.6019, -0.0556, -0.2090, 0.0796, 0.0731, 0.1086, -0.4495, 0.7738, -0.5263, -0.2662, -0.3626, -0.4234, 0.9711, -0.3478, -0.1135, -0.0963, -0.1119, -0.0949, -0.0816, -0.3245, -0.0859, -0.1063, -0.0775, -0.0149, -0.2302, 0.9466, -0.2076, -0.0991, -0.0323, -0.0957, -0.0943, -0.0880, -0.2599, -0.0861, -0.0886, -0.1100, -0.0848, -0.0566, 0.0196, 0.0247, 0.0262, 0.0721, 0.0512, 0.0898, 0.1112, -0.0262, 0.0969, 0.0814, 0.0934, 0.0903, 0.0949, 0.1105, 0.0902, 0.0872, 0.0946, 0.1178, -0.0551, -0.2189, 0.1058, 0.0909, 0.0919, 0.0773, 0.0869, 0.0961, 0.0922, 0.0991, 0.0978, -0.0617, -0.8889, -0.1924, -0.5245, -0.4717, 0.1613, 0.1326, -0.1132, 0.0939, 0.0154, -0.0385, -0.3933, 0.7767, -1.0504, -1.1050, 0.5355, 0.8699, -1.5029, 0.3740, 0.8453, 0.0315, 0.0399, 0.0088, -0.0936

Below is a cluster of 7 separate species, C41H42BrF5OSi in total at a distorted geometry, with properties calculated with wB97M-V/def2-TZVPD.

Calculated values
Molar mass   753.8 g mol⁻¹
Largest force on an atom   0.0494 Eh/bohr
HOMO   -9.335 eV
SMILES   C[Si@@H](CC(=O)Br)C(F)(F)C(F)(F)F.c1ccccc1.c1ccccc1.c1ccccc1.c1ccccc1.c1ccccc1.c1ccccc1
LUMO   0.30 eV
Orbital gap   9.63 eV
ΔE to the lowest compared entry with this formula, charge and spin   0.0 kcal per mole

CARTESIAN COORDINATES (ANGSTROEM)
C 1.23 2.02 -5.19
Si 0.28 0.78 -6.22
C 0.05 -0.85 -5.28
C 0.43 -2.07 -6.06
O 1.25 -2.14 -6.96
Br -0.48 -3.71 -5.46
C -1.45 1.51 -6.70
F -2.01 0.87 -7.76
F -1.23 2.81 -7.07
C -2.51 1.58 -5.59
F -3.53 2.40 -5.96
F -3.02 0.36 -5.30
F -1.92 2.09 -4.48
H 0.95 1.98 -4.14
H 1.05 3.03 -5.55
H 2.29 1.82 -5.30
H 0.99 0.58 -7.49
H -0.96 -0.96 -4.90
H 0.71 -0.84 -4.41
C 2.00 -4.41 0.55
C 2.86 -4.39 -0.54
C 2.37 -4.06 -1.80
C 1.03 -3.74 -1.96
C 0.17 -3.77 -0.87
C 0.66 -4.11 0.39
H 2.38 -4.67 1.53
H 3.91 -4.63 -0.41
H 3.04 -4.04 -2.65
H 0.66 -3.47 -2.94
H -0.87 -3.52 -1.00
H -0.01 -4.13 1.24
C 3.53 0.09 2.17
C 3.41 1.37 1.63
C 2.70 1.56 0.46
C 2.10 0.47 -0.17
C 2.22 -0.80 0.37
C 2.93 -0.99 1.54
H 4.08 -0.06 3.09
H 3.87 2.21 2.13
H 2.61 2.55 0.03
H 1.54 0.62 -1.09
H 1.75 -1.64 -0.13
H 3.03 -1.98 1.95
C 1.81 -5.41 4.40
C 1.40 -6.26 5.42
C 0.63 -5.77 6.47
C 0.27 -4.43 6.50
C 0.67 -3.58 5.48
C 1.45 -4.07 4.43
H 2.41 -5.79 3.59
H 1.68 -7.31 5.39
H 0.32 -6.43 7.26
H -0.33 -4.05 7.31
H 0.39 -2.54 5.50
H 1.77 -3.40 3.64
C -3.09 3.75 -0.46
C -2.62 3.96 0.83
C -1.55 3.21 1.30
C -0.95 2.25 0.49
C -1.42 2.06 -0.80
C -2.49 2.80 -1.28
H -3.92 4.34 -0.83
H -3.08 4.70 1.46
H -1.18 3.36 2.31
H -0.12 1.67 0.86
H -0.95 1.32 -1.44
H -2.86 2.65 -2.28
C -2.61 -1.62 5.32
C -3.01 -2.47 6.34
C -3.77 -1.98 7.39
C -4.14 -0.65 7.43
C -3.74 0.21 6.41
C -2.97 -0.28 5.36
H -2.01 -2.00 4.50
H -2.73 -3.51 6.31
H -4.08 -2.65 8.19
H -4.74 -0.27 8.24
H -4.03 1.25 6.43
H -2.66 0.39 4.56
C 0.28 5.95 -4.31
C 1.19 6.88 -3.82
C 1.59 6.83 -2.50
C 1.08 5.85 -1.65
C 0.18 4.92 -2.13
C -0.23 4.97 -3.46
H -0.04 5.99 -5.34
H 1.59 7.64 -4.48
H 2.30 7.56 -2.12
H 1.40 5.82 -0.62
H -0.22 4.16 -1.48
H -0.94 4.25 -3.83

Charges in e, computed with Löwdin, in the same order as the atoms: -0.1779, 0.7821, -0.2576, -0.8123, 0.0128, 0.6995, -0.4882, 0.0809, 0.0597, -0.5363, 0.1572, 0.1517, 0.1125, 0.0264, 0.0269, 0.0375, 0.0314, 0.0582, 0.0951, -0.1074, -0.0900, -0.0895, -0.1097, -0.0949, -0.0937, 0.0788, 0.1043, 0.1036, 0.0251, 0.1041, 0.1034, -0.0899, -0.0930, -0.1029, -0.1060, -0.0724, -0.0840, 0.1008, 0.1003, 0.1008, 0.0908, 0.0753, 0.0842, -0.0972, -0.0939, -0.0934, -0.0984, -0.0928, -0.0934, 0.0909, 0.1012, 0.1009, 0.0976, 0.0968, 0.0820, -0.0869, -0.0895, -0.0877, -0.0926, -0.1112, -0.1088, 0.1039, 0.1013, 0.1008, 0.0854, 0.0949, 0.0875, -0.1013, -0.1010, -0.0954, -0.0979, -0.0970, -0.0935, 0.0962, 0.0946, 0.0998, 0.0995, 0.0996, 0.0973, -0.0964, -0.0969, -0.0967, -0.0876, -0.0781, -0.0950, 0.1012, 0.0995, 0.0994, 0.1000, 0.0717, 0.0831

Below is a structure of composition C41H42Cl5IN6O2ScSi2 at a distorted geometry, with properties calculated with wB97M-V/def2-TZVPD.

Calculated values
Molar mass   1056.1 g mol⁻¹
Largest force on an atom   0.0477 Eh/bohr
HOMO   -3.522 eV
Total charge   -1
LUMO   1.42 eV
Orbital gap   4.95 eV
ΔE to the lowest compared entry with this formula, charge and spin   17.5 kcal per mole

CARTESIAN COORDINATES (ANGSTROEM)
Sc 0.23 -0.27 -0.64
C 5.86 1.51 0.39
C 4.57 2.00 0.55
C 3.48 1.26 0.13
C 3.65 0.01 -0.45
C 4.96 -0.47 -0.64
C 6.04 0.27 -0.22
N 2.52 -0.74 -0.75
N 2.76 -1.75 -1.51
C 1.73 -2.59 -1.82
C 2.10 -3.78 -2.48
C 1.14 -4.64 -2.95
C -0.21 -4.35 -2.72
C -0.57 -3.23 -1.99
C 0.37 -2.27 -1.58
H 6.71 2.08 0.73
H 4.42 2.97 1.02
H 2.48 1.65 0.23
H 5.08 -1.44 -1.11
H 7.04 -0.11 -0.36
H 3.16 -4.01 -2.58
H 1.42 -5.54 -3.49
H -0.97 -5.01 -3.11
H -1.62 -3.07 -1.77
Cl 1.11 2.34 -7.87
C 1.04 1.87 -6.21
C 1.92 2.40 -5.28
Cl 3.08 3.57 -5.79
C 1.87 2.01 -3.95
Cl 2.96 2.66 -2.80
C 0.91 1.08 -3.47
O 0.86 0.76 -2.23
C 0.03 0.56 -4.46
Cl -1.15 -0.56 -3.90
C 0.09 0.94 -5.79
Cl -1.00 0.26 -6.93
C 2.06 -2.68 1.72
Si 0.18 -3.03 1.69
C 0.09 -4.86 1.12
C -0.43 -3.04 3.51
N -0.62 -1.84 0.75
C -1.98 -1.79 0.65
C -2.80 -2.79 1.20
C -4.18 -2.70 1.26
C -4.80 -1.61 0.67
C -4.04 -0.66 0.03
C -2.63 -0.69 0.00
N -1.89 0.31 -0.61
Si -2.65 1.69 -1.31
C -3.92 1.34 -2.72
C -1.35 2.87 -2.02
C -3.65 2.77 -0.07
H 2.50 -2.97 2.67
H 2.28 -1.63 1.54
H 2.56 -3.25 0.94
H 0.80 -5.47 1.68
H 0.34 -4.95 0.06
H -0.90 -5.30 1.26
H -0.62 -4.05 3.87
H -1.37 -2.48 3.61
H 0.29 -2.58 4.19
H -2.32 -3.66 1.63
H -4.76 -3.47 1.76
H -5.88 -1.52 0.70
H -4.54 0.16 -0.46
H -3.76 0.35 -3.16
H -3.82 2.07 -3.51
H -4.94 1.38 -2.36
H -1.27 2.76 -3.10
H -0.36 2.66 -1.61
H -1.58 3.91 -1.82
H -4.32 2.19 0.56
H -4.26 3.49 -0.61
H -3.00 3.34 0.60
I 1.67 7.32 1.11
C 1.06 5.34 0.93
C 0.01 4.75 1.61
N -0.01 3.47 1.19
N 0.94 3.21 0.30
C 1.61 4.33 0.13
H -0.67 5.16 2.32
H -0.66 2.74 1.45
H 2.43 4.38 -0.56
C 1.90 0.55 3.23
C 0.57 0.53 2.52
O 0.53 0.59 1.29
C -0.65 0.50 3.32
C -0.66 0.27 4.71
C -1.85 0.25 5.40
C -3.05 0.51 4.76
C -3.06 0.74 3.39
C -1.88 0.72 2.68
H 2.69 0.74 2.51
H 2.08 -0.42 3.70
H 1.91 1.32 4.00
H 0.27 0.07 5.23
H -1.85 0.03 6.46
H -3.98 0.52 5.32
H -3.99 0.92 2.87
H -1.89 0.87 1.61

These are the Löwdin partial charges, in e, on atoms 1 to 99: 0.8844, -0.0980, -0.0940, -0.0940, -0.2577, -0.0162, -0.0922, -0.0052, 0.1063, -0.3103, -0.0393, -0.1105, -0.0896, -0.1512, -0.1531, 0.0949, 0.1014, 0.0585, 0.1010, 0.0974, 0.1007, 0.0913, 0.0992, 0.1022, 0.6414, -0.7244, -0.7098, 0.6659, -0.5866, 0.7777, -0.4594, -0.2153, -0.5737, 0.8179, -0.7079, 0.6764, -0.1577, 0.4451, -0.1632, -0.1643, -0.1375, -0.3389, -0.0729, -0.1282, -0.1354, -0.0809, -0.3490, -0.1572, 0.4248, -0.1880, -0.1576, -0.1759, 0.0273, -0.0090, 0.0244, 0.0221, 0.0081, 0.0157, 0.0212, 0.0142, 0.0067, 0.0675, 0.0863, 0.0846, 0.0627, -0.0023, 0.0214, 0.0147, 0.0258, -0.0158, 0.0330, 0.0057, 0.0227, 0.0005, 0.8002, -0.7558, -0.1495, 0.0178, 0.0360, -0.2030, 0.1134, 0.1225, 0.0794, 0.0230, -0.3335, -0.0732, -0.1489, -0.0356, -0.0792, -0.0608, -0.0412, -0.0037, 0.0730, 0.0915, 0.0966, 0.1102, 0.1014, 0.1034, 0.1066

Below is a structure of composition C41H42ClGe2N3OS2SiW, with properties calculated with wB97M-V/def2-TZVPD.

Calculated values
Molar mass   1049.5 g mol⁻¹
Largest force on an atom   0.0178 Eh/bohr
HOMO (spin up / spin down)   -10.254 / -10.969 eV
Total charge   +1
Spin multiplicity   4
LUMO (spin up / spin down)   -3.80 / -4.88 eV
Orbital gap (spin up / spin down)   6.45 / 6.08 eV
ΔE to the lowest compared entry with this formula, charge and spin   12.5 kcal per mole

CARTESIAN COORDINATES (ANGSTROEM)
W 0.24 0.19 -0.58
C 1.84 2.57 4.47
S 2.38 2.90 2.77
C 1.30 1.94 1.81
S 1.65 2.10 0.10
N 0.36 1.24 2.37
N -0.38 0.51 1.48
C -1.24 -0.33 1.94
C -1.96 -1.15 0.98
C -3.02 -1.96 1.35
C -3.69 -2.67 0.38
C -3.28 -2.58 -0.94
C -2.19 -1.78 -1.25
N -1.55 -1.08 -0.31
H 2.55 1.91 4.95
H 0.86 2.12 4.46
H 1.81 3.53 4.99
H -1.41 -0.45 3.01
H -3.31 -2.01 2.39
H -4.53 -3.31 0.64
H -3.78 -3.13 -1.73
H -1.81 -1.70 -2.26
C -3.44 2.48 1.97
Ge -2.27 3.67 0.94
C -1.03 4.53 2.19
C -3.39 4.98 -0.02
Ge -1.03 2.59 -0.91
C -2.22 1.50 -2.08
C -1.95 1.04 -3.37
C -2.94 0.42 -4.11
C -4.21 0.23 -3.58
C -4.49 0.67 -2.29
C -3.50 1.29 -1.55
C -0.17 3.97 -1.96
C 0.52 3.65 -3.13
C 1.17 4.63 -3.86
C 1.14 5.95 -3.43
C 0.47 6.28 -2.27
C -0.18 5.30 -1.53
H -3.69 2.98 2.91
H -2.97 1.53 2.21
H -4.37 2.28 1.44
H -1.63 5.11 2.89
H -0.34 5.20 1.69
H -0.47 3.79 2.74
H -3.14 5.99 0.31
H -4.44 4.80 0.22
H -3.26 4.93 -1.10
H -0.98 1.19 -3.82
H -2.73 0.08 -5.12
H -4.98 -0.26 -4.16
H -5.48 0.54 -1.87
H -3.73 1.61 -0.54
H 0.57 2.62 -3.47
H 1.71 4.37 -4.76
H 1.65 6.72 -4.00
H 0.45 7.31 -1.93
H -0.70 5.59 -0.62
O 1.43 -0.93 0.42
Si 2.09 -2.45 0.45
C 0.80 -3.66 -0.17
C 0.69 -3.96 -1.53
C -0.30 -4.82 -2.00
C -1.20 -5.39 -1.11
C -1.12 -5.09 0.24
C -0.13 -4.24 0.70
C 2.45 -2.77 2.25
C 2.34 -1.75 3.20
C 2.62 -1.99 4.54
C 3.01 -3.26 4.95
C 3.13 -4.28 4.02
C 2.85 -4.04 2.69
C 3.59 -2.48 -0.65
C 4.20 -1.29 -1.06
C 5.34 -1.31 -1.85
C 5.89 -2.53 -2.24
C 5.29 -3.72 -1.84
C 4.15 -3.69 -1.06
H 1.40 -3.54 -2.23
H -0.35 -5.06 -3.06
H -1.96 -6.07 -1.47
H -1.81 -5.55 0.94
H -0.05 -4.03 1.77
H 2.04 -0.76 2.89
H 2.53 -1.19 5.26
H 3.23 -3.44 6.00
H 3.43 -5.27 4.34
H 2.94 -4.85 1.97
H 3.78 -0.34 -0.75
H 5.81 -0.38 -2.15
H 6.78 -2.55 -2.85
H 5.72 -4.66 -2.15
H 3.69 -4.63 -0.76
Cl 0.89 -0.47 -2.73

Charges in e, computed with Löwdin, in the same order as the atoms: 1.0023, -0.3524, 0.8981, -1.0680, 0.6056, -0.0386, -0.1942, -0.0565, -0.2450, 0.0134, -0.0207, -0.0210, -0.1061, -0.0190, 0.0363, 0.0278, 0.0405, 0.1505, 0.1287, 0.1243, 0.1252, 0.1059, -0.2327, 0.7215, -0.2292, -0.2340, 0.8020, -0.3657, -0.1520, -0.0644, -0.0647, -0.0713, -0.1360, -0.3830, -0.1181, -0.0673, -0.0683, -0.0673, -0.1223, 0.0319, -0.0124, 0.0170, 0.0332, 0.0223, -0.0162, 0.0268, 0.0231, 0.0177, 0.0488, 0.1153, 0.1122, 0.1123, 0.0616, 0.0728, 0.1102, 0.1097, 0.1097, 0.0686, -0.4930, 0.5184, -0.2283, -0.1061, -0.0788, -0.0917, -0.0921, -0.0953, -0.2234, -0.0870, -0.0822, -0.0804, -0.0764, -0.0907, -0.2340, -0.0960, -0.0753, -0.0779, -0.0772, -0.0949, 0.0909, 0.1076, 0.1066, 0.1070, 0.1054, 0.0756, 0.0983, 0.1053, 0.1064, 0.1063, 0.0832, 0.1055, 0.1056, 0.1057, 0.1041, 0.1000